Model i:
The following is a quantum chemistry calculation of an isolated molecule of C2H2N2O3, from OMol25.

Element x y z (Å)
C 1.275 0.693 0.314
C 0.091 -0.133 0.773
H -2.478 -0.659 -0.279
H 2.071 0.994 0.895
N -0.543 -0.378 -0.394
N 1.175 0.961 -0.965
O -1.590 -1.056 -0.747
O 0.036 0.331 -1.428
O -0.037 -0.753 1.831

Properties
**E_HOMO**: -9.67 eV
**SMILES string**: O=c1cnon1O
**LUMO energy**: 0.00 eV
**Gap between HOMO and LUMO**: 0.3557 hartree



Model ii:
The following is a quantum chemistry calculation of an isolated molecule of C2H2N2O3, from OMol25.

Element x y z (Å)
C 0.135 -0.571 -0.058
C -0.062 0.721 -0.062
H 1.086 -2.175 0.078
H 1.144 1.979 0.721
N -1.082 -1.111 -0.041
N -2.020 -0.271 -0.078
O 1.285 -1.281 -0.193
O -1.337 0.986 -0.197
O 0.850 1.721 -0.169

Properties
**E_HOMO**: -9.68 eV
**SMILES string**: Oc1nnoc1O
**LUMO energy**: 0.38 eV
**Gap between HOMO and LUMO**: 0.3700 hartree



Winner for stability: model ii



Model i:
The following is a quantum chemistry calculation of an isolated molecule of C2H2N2O3, from OMol25.

Element x y z (Å)
C 0.308 -1.336 0.550
C 0.208 1.058 -0.587
H -1.885 0.789 -0.408
H 0.119 2.094 -0.943
N -0.971 0.536 0.052
N 1.371 0.618 -0.382
O 0.401 -2.381 1.104
O -0.940 -0.874 0.232
O 1.388 -0.505 0.382

Properties
**E_HOMO**: -10.06 eV
**SMILES string**: O=C1ON=CNO1
**LUMO energy**: 0.39 eV
**Gap between HOMO and LUMO**: 0.3842 hartree



Model ii:
The following is a quantum chemistry calculation of an isolated molecule of C2H2N2O3, from OMol25.

Element x y z (Å)
C -0.425 0.153 0.032
C 1.753 -0.019 0.058
H -1.923 -1.280 0.338
H -2.460 0.195 -0.163
N -1.682 -0.408 -0.077
N -0.058 1.472 -0.039
O 1.371 1.241 -0.023
O 2.844 -0.515 -0.061
O 0.580 -0.840 -0.065

Properties
**E_HOMO**: -9.93 eV
**SMILES string**: Nc1noc(=O)o1
**LUMO energy**: 0.45 eV
**Gap between HOMO and LUMO**: 0.3813 hartree



Winner for stability: model ii



Model i:
The following is a quantum chemistry calculation of an isolated molecule of C6H3NO, from OMol25.

Element x y z (Å)
C 0.520 0.924 -0.109
C 2.015 0.543 0.058
C 0.610 -1.213 -0.094
C -0.235 -0.242 -0.098
C -1.689 -0.178 -0.294
C -2.857 -0.066 0.155
H 2.901 1.260 0.241
H 0.593 -2.226 0.107
H -4.005 -0.124 0.174
N 2.121 -0.724 -0.053
O 0.025 2.047 -0.088

Properties
**E_HOMO**: -9.88 eV
**SMILES string**: C#CC1=CN=CC1=O
**LUMO energy**: -1.25 eV
**Gap between HOMO and LUMO**: 0.3169 hartree



Model ii:
The following is a quantum chemistry calculation of an isolated molecule of C6H3NO, from OMol25.

Element x y z (Å)
C 0.153 -1.364 0.744
C -1.208 -2.078 0.625
C 0.079 0.024 0.368
C 0.082 1.145 -0.013
C 0.157 2.401 -0.568
C 0.241 3.514 -1.065
H 1.187 -1.698 -0.814
H 0.361 -1.528 1.756
H -0.017 4.250 -1.839
N -2.213 -2.669 0.717
O 1.178 -1.997 0.089

Properties
**E_HOMO**: -10.30 eV
**SMILES string**: C#CC#C[C@H](O)C#N
**LUMO energy**: 0.22 eV
**Gap between HOMO and LUMO**: 0.3865 hartree



Winner for stability: model i



Model i:
The following is a quantum chemistry calculation of an isolated molecule of C15H21N3O2S, from OMol25.

Element x y z (Å)
C -7.571 -0.192 1.344
C -7.023 -0.928 0.128
H -7.263 -1.993 0.171
H -7.428 -0.490 -0.790
O -5.600 -0.871 0.079
C -5.056 0.235 -0.451
O -5.708 1.153 -0.891
C -3.579 0.196 -0.446
C -2.885 1.259 -1.022
C -1.509 1.260 -1.046
C -0.789 0.193 -0.500
C -1.482 -0.859 0.097
C -2.861 -0.857 0.117
H -3.392 -1.675 0.576
H -0.940 -1.677 0.539
N 0.598 0.280 -0.529
C 1.542 -0.710 -0.447
N 2.812 -0.286 -0.262
C 3.924 -1.206 -0.392
C 5.141 -0.440 -0.903
N 5.576 0.613 0.007
C 6.734 0.268 0.800
H 7.557 0.010 0.136
H 7.026 1.138 1.387
H 6.554 -0.571 1.490
C 4.486 1.086 0.844
C 3.165 1.077 0.083
H 2.390 1.504 0.727
H 3.268 1.699 -0.817
H 4.715 2.110 1.157
H 4.371 0.474 1.756
H 4.887 0.021 -1.865
H 5.962 -1.137 -1.075
H 4.141 -1.683 0.572
H 3.639 -1.994 -1.094
S 1.202 -2.320 -0.615
H 0.936 1.184 -0.834
H -0.977 2.088 -1.495
H -3.448 2.075 -1.449
H -7.133 -0.593 2.255
H -7.332 0.866 1.273
H -8.650 -0.308 1.385

Properties
**E_HOMO**: -8.11 eV
**SMILES string**: CCOC(=O)c1ccc(NC(=S)N2CCN(C)CC2)cc1
**LUMO energy**: 0.48 eV
**Gap between HOMO and LUMO**: 0.3157 hartree



Model ii:
The following is a quantum chemistry calculation of an isolated molecule of C15H21N3O2S, from OMol25.

Element x y z (Å)
C -2.918 5.544 2.665
C -1.467 5.120 2.710
O -0.640 5.769 3.313
C -1.105 3.880 1.988
C -2.000 3.154 1.201
C -1.590 2.009 0.555
C -0.279 1.543 0.682
C 0.626 2.273 1.450
C 0.210 3.419 2.089
H 0.905 3.991 2.686
H 1.646 1.941 1.543
N 0.070 0.402 -0.029
C 1.075 -0.499 0.221
N 1.431 -1.301 -0.808
C 2.177 -2.519 -0.591
C 1.250 -3.723 -0.770
N 0.666 -3.700 -2.100
C -0.096 -2.479 -2.291
C 0.852 -1.289 -2.133
H 0.354 -0.344 -2.351
H 1.673 -1.409 -2.848
H -0.524 -2.483 -3.293
H -0.920 -2.399 -1.555
C -0.094 -4.898 -2.398
H 0.525 -5.754 -2.119
C -0.422 -5.013 -3.892
O -1.541 -4.258 -4.296
H -2.323 -4.592 -3.843
H 0.419 -4.632 -4.474
H -0.574 -6.071 -4.142
H -1.032 -4.950 -1.812
H 1.830 -4.641 -0.657
H 0.476 -3.700 0.019
H 2.594 -2.505 0.417
H 2.988 -2.569 -1.322
S 1.800 -0.619 1.704
H -0.623 0.121 -0.711
H -2.293 1.458 -0.056
H -3.022 3.479 1.084
H -3.555 4.749 3.046
H -3.047 6.435 3.275
H -3.209 5.768 1.641

Properties
**E_HOMO**: -8.14 eV
**SMILES string**: CC(=O)c1ccc(NC(=S)N2CCN(CCO)CC2)cc1
**LUMO energy**: 0.30 eV
**Gap between HOMO and LUMO**: 0.3099 hartree



Winner for stability: model i